Record 1
An isolated molecule of C3H6O2S2 at a distorted geometry. Source: the OMol25 dataset; level of theory: ωB97M-V with the def2-TZVPD basis set.

Element x y z (Å)
S (-1.44232, 1.95359, -0.21803)
S (3.41709, 0.19282, 0.02696)
O (-0.98889, -1.63214, -0.86427)
O (0.84093, 0.58015, 0.06086)
C (-1.42341, -0.69503, 0.15498)
C (1.75560, -0.37986, 0.08192)
C (-0.50580, 0.54414, 0.21537)
H (3.20464, 1.46075, 0.43662)
H (-2.38900, -0.34240, 0.02498)
H (-0.87345, 2.76029, 0.66986)
H (-1.42056, -1.35069, 1.01658)
H (-1.80666, -1.75145, -1.40077)
H (1.63183, -1.34016, -0.20506)

Computed properties:
Relative energy (zero: lowest compared OMol25 entry of this formula, charge and spin) ... 110.25 kJ/mol
Multiplicity ... 3
Highest occupied orbital energy (spin up / spin down) ... -6.36 / -9.74 eV
Frontier orbital gap (spin up / spin down) ... 6.977 / 9.420 eV
Strongest force on any atom ... 3.8 eV/Å
Total charge ... 0

---

Record 2
A structure of composition C18H25BCl2HgN5O5S3. Source: the OMol25 dataset; level of theory: ωB97M-V with the def2-TZVPD basis set.

Element x y z (Å)
Hg (-0.12794, -0.41756, 0.52187)
Cl (-1.40390, -3.24983, 4.06866)
Cl (0.82177, -3.15240, 2.13889)
S (0.31185, -2.18984, -2.43242)
S (-0.49374, 2.15038, 0.33822)
S (-2.48836, -1.20912, 0.22790)
O (0.46954, 0.35901, 5.04167)
O (0.26409, -2.43347, -0.94718)
O (2.00972, -0.08175, -1.08768)
O (-0.54186, 0.09194, 3.12453)
O (4.25124, -0.06071, -0.97988)
N (-3.16251, 1.19104, -0.97562)
N (1.83481, -0.00942, 1.70688)
N (-3.89578, 0.94962, 1.05957)
N (-1.09565, 1.85513, -2.35777)
N (0.79792, 2.85781, -1.94492)
C (0.50168, 0.16881, 3.71592)
C (4.25915, 0.23551, 3.10651)
C (1.93140, 3.41294, -1.23621)
C (-4.33224, 2.18126, 0.61912)
C (0.65593, 2.81654, -3.31547)
C (-4.10752, 0.37538, 2.37824)
C (-0.51469, 2.19628, -3.56202)
C (4.26617, 0.15441, 1.75102)
C (1.61997, -3.27889, -3.02801)
C (-0.27974, 2.26451, -1.36755)
C (3.00977, 0.21610, 3.78141)
C (1.85334, 0.10699, 3.04836)
C (-3.19285, 0.35569, 0.07091)
C (3.04655, 0.03216, 1.03747)
C (-1.07099, -3.13743, -3.09059)
C (3.02206, -0.02921, -0.37895)
C (-0.72791, -3.90087, 2.57059)
C (-3.87596, 2.32037, -0.64374)
B (-2.42897, 0.99932, -2.33053)
H (-4.60917, -0.58534, 2.29145)
H (-4.91410, 2.83968, 1.23981)
H (1.84791, 4.49785, -1.16193)
H (-1.42309, -3.70170, 1.76431)
H (4.06882, -0.11168, -1.92523)
H (-0.99361, 1.96116, -4.49716)
H (1.35792, 0.41795, 5.40575)
H (-1.00969, -3.14616, -4.18025)
H (2.55049, -2.92383, -2.58651)
H (-3.14014, 1.42988, -3.20691)
H (-4.71842, 1.06001, 2.96100)
H (-1.04572, -4.14481, -2.67626)
H (1.39656, 3.22907, -3.97805)
H (-3.14984, 0.21860, 2.87327)
H (2.84976, 3.15327, -1.75923)
H (-1.97364, -2.61853, -2.76763)
H (1.94989, 2.99032, -0.23654)
H (-0.55815, -4.95906, 2.71463)
H (5.18675, 0.18443, 1.18656)
H (-2.14352, -0.16247, -2.47444)
H (1.41201, -4.29403, -2.69209)
H (3.00640, 0.28593, 4.86104)
H (5.17941, 0.32346, 3.66785)
H (1.67269, -3.22151, -4.11624)
H (-3.98585, 3.13682, -1.33641)

Computed properties:
Relative energy (zero: lowest compared OMol25 entry of this formula, charge and spin) ... 11.10 kJ/mol
Multiplicity ... 2
Highest occupied orbital energy (spin up / spin down) ... -5.50 / -7.32 eV
Frontier orbital gap (spin up / spin down) ... 5.885 / 7.712 eV
Strongest force on any atom ... 0.3 eV/Å
Total charge ... 0